Model a:
An isolated molecule of C21H20N2O4. Source: the OMol25 dataset; level of theory: ωB97M-V with the def2-TZVPD basis set.

The calculation puts the HOMO energy at -8.675 eV. For the LUMO energy, the calculation gives 0.3 eV. The net charge is 0. The frontier orbital gap is 0.3300 Ha.

Last column: natural (NBO) charge in e.
Element x y z (Å)
1 O -3.7889 -0.5052 -1.1210  -0.28
2 O 3.6797 2.1282 -1.0785  -0.61
3 O -0.2381 -0.1945 0.8482  -0.62
4 O -0.2574 -2.4257 1.0001  -0.50
5 N -2.9767 -1.1287 -2.0087  -0.14
6 N 1.9751 0.8667 -0.2228  -0.66
7 C 4.5175 -1.7882 0.0855  -0.16
8 C -2.1338 -1.8608 -1.3305  0.17
9 C 0.3614 -1.2533 0.8112  0.79
10 C -2.1922 2.7835 1.1243  -0.22
11 C 1.4937 3.0944 -1.0334  -0.54
12 C -1.6672 -2.3715 1.2013  -0.08
13 C 1.8017 -1.4113 0.5511  -0.25
14 C -2.1390 2.4124 -0.2076  -0.20
15 C 3.9441 -0.5618 -0.1762  -0.27
16 C -1.0879 -2.6756 -1.9959  -0.64
17 C 0.1405 3.3317 1.0617  -0.24
18 C 2.5828 -0.3452 0.0520  0.29
19 C 3.7521 -2.8376 0.5763  -0.25
20 C -3.4380 -0.8501 0.1255  0.36
21 C 2.4070 -2.6454 0.8023  -0.14
22 C -1.0485 3.2361 1.7598  -0.19
23 C -0.9471 2.5012 -0.9036  -0.23
24 C 0.2026 2.9718 -0.2803  0.04
25 C -4.1886 -0.2787 1.2688  -0.68
26 C -2.3872 -1.7269 0.0655  -0.20
27 C 2.5159 1.9896 -0.7756  0.70
28 H -1.0452 -3.6699 -1.5558  0.22
29 H -4.8942 0.4614 0.9026  0.24
30 H -3.4944 0.1922 1.9623  0.24
31 H 4.2051 -3.7954 0.7807  0.22
32 H 1.3062 3.0857 -2.1110  0.24
33 H -1.3073 -2.7481 -3.0571  0.24
34 H -3.1243 2.7275 1.6675  0.21
35 H 1.9896 4.0395 -0.8000  0.24
36 H -1.9642 -3.4182 1.3183  0.21
37 H 5.5728 -1.9281 -0.0944  0.22
38 H -4.7336 -1.0596 1.7975  0.23
39 H -1.8847 -1.8222 2.1246  0.20
40 H 0.9873 0.9074 0.0363  0.45
41 H 4.5403 0.2489 -0.5600  0.26
42 H -3.0252 2.0566 -0.7110  0.22
43 H -0.9125 2.2075 -1.9433  0.21
44 H 1.0316 3.6918 1.5565  0.21
45 H -1.0844 3.5205 2.8015  0.21
46 H 1.7987 -3.4488 1.1865  0.23
47 H -0.1110 -2.2083 -1.8694  0.23


Model b:
An isolated molecule of C21H20N2O4. Source: the OMol25 dataset; level of theory: ωB97M-V with the def2-TZVPD basis set.

The calculation puts the HOMO energy at -8.748 eV. For the LUMO energy, the calculation gives -0.1 eV. The net charge is 0. The frontier orbital gap is 0.3189 Ha.

Last column: natural (NBO) charge in e.
Element x y z (Å)
1 O -2.1311 -0.7848 -1.6227  -0.53
2 O 0.6076 1.9909 -0.8644  -0.65
3 O 4.8621 0.7930 -0.0639  -0.52
4 O 3.3621 -1.5196 -1.6289  -0.57
5 N -0.0455 -0.0323 -0.1004  -0.42
6 N 2.0634 0.2670 -1.0957  -0.48
7 C 0.1950 -1.3789 0.0903  0.21
8 C -0.7065 -2.2136 0.7552  -0.25
9 C -4.1614 1.3443 0.4886  -0.19
10 C -2.4201 -0.0533 -0.7052  0.55
11 C -3.8182 0.3172 -0.3904  -0.11
12 C 0.7672 -4.0959 0.4428  -0.25
13 C 0.8609 0.8112 -0.7078  0.82
14 C -4.8326 -0.4047 -1.0222  -0.16
15 C 4.3505 0.4129 1.2002  -0.07
16 C -1.3419 0.5348 0.2019  -0.34
17 C -6.1600 -0.1162 -0.7748  -0.22
18 C 1.6636 -3.2834 -0.2138  -0.14
19 C 4.0323 1.7694 -0.6557  0.10
20 C 3.2440 1.4108 1.5820  -0.44
21 C -0.4172 -3.5518 0.9247  -0.16
22 C -6.4919 0.9042 0.1022  -0.18
23 C 2.3651 -1.0926 -1.0935  0.67
24 C 3.3630 2.5013 0.5149  -0.45
25 C -5.4922 1.6334 0.7272  -0.22
26 C 1.3895 -1.9276 -0.3903  -0.16
27 C 3.0446 1.1690 -1.6800  -0.26
28 H 4.0205 3.2979 0.8636  0.21
29 H -7.5286 1.1351 0.2967  0.22
30 H -5.7526 2.4337 1.4037  0.22
31 H -1.1280 -4.1819 1.4382  0.22
32 H -3.3987 1.9330 0.9737  0.21
33 H -1.5899 0.3929 1.2570  0.22
34 H 2.5941 -3.6624 -0.6080  0.24
35 H 5.1863 0.4385 1.9075  0.18
36 H -6.9366 -0.6828 -1.2661  0.22
37 H -1.2585 1.6082 -0.0060  0.29
38 H -1.6409 -1.8295 1.1318  0.21
39 H 2.4051 2.9297 0.2337  0.24
40 H 4.6906 2.4337 -1.2285  0.19
41 H 3.6197 0.5856 -2.4023  0.25
42 H 3.3899 1.8048 2.5859  0.22
43 H -4.5509 -1.1929 -1.7044  0.24
44 H 0.9775 -5.1450 0.5796  0.22
45 H 2.2644 0.9328 1.5463  0.20
46 H 2.5107 1.9802 -2.1774  0.23
47 H 3.9733 -0.6165 1.1546  0.17


model b is preferred energetically. Next in line: 27.0 kcal/mol higher.


Model a:
A structure of composition C37H27Cl2IN5O3Pt. Source: the OMol25 dataset; level of theory: ωB97M-V with the def2-TZVPD basis set.

The calculation puts the HOMO energy at -16.086 eV. For the LUMO energy, the calculation gives -11.7 eV. The net charge is +3. The frontier orbital gap is 0.1605 Ha.

Last column: Löwdin charge in e.
Element x y z (Å)
1 Pt 0.9118 -0.3113 0.2387  1.20
2 I -1.8101 -5.5010 -0.9776  1.02
3 Cl -4.3735 -0.0074 -0.3443  0.98
4 Cl -3.0339 0.4916 -5.3883  1.01
5 O 2.7668 3.6790 -0.9660  0.07
6 O 2.3439 -0.9906 4.1443  0.10
7 O -1.4468 -0.3507 -0.0166  0.05
8 N 1.0054 -2.4557 0.0333  -0.07
9 N 1.4097 1.8917 -0.8911  0.07
10 N 2.6618 0.9055 1.2381  0.06
11 N 1.2025 -0.9731 2.2279  0.00
12 N 0.4926 -0.4712 -1.8767  -0.01
13 C -1.6339 -0.5653 2.9475  -0.06
14 C -3.1836 -2.7816 3.5660  -0.05
15 C 3.2229 1.9744 0.6884  -0.15
16 C -1.0311 -1.8026 3.1101  -0.21
17 C -0.1571 -0.1428 -4.5447  0.05
18 C 4.2695 0.9450 2.9865  0.07
19 C 1.0231 -5.2188 0.0745  -0.07
20 C -0.7663 -0.2369 -2.2381  -0.14
21 C -3.5520 0.2368 -2.8298  -0.08
22 C -3.7837 -1.5415 3.4104  -0.07
23 C 1.7423 3.9877 -1.9642  -0.01
24 C -1.2783 3.4850 -3.0418  -0.03
25 C -2.7107 3.2347 -0.6804  -0.07
26 C 4.3632 2.5605 1.2123  0.07
27 C 3.1295 0.4507 2.3820  -0.17
28 C -3.0105 -0.4361 3.1034  -0.08
29 C 0.4633 -1.9729 3.0484  -0.22
30 C -3.2228 0.0286 -1.5308  -0.53
31 C -0.6306 3.0128 -1.9021  -0.20
32 C 0.8530 2.7133 -1.9995  -0.22
33 C -1.8096 -2.9112 3.4140  -0.02
34 C -3.3423 3.7140 -1.8126  -0.06
35 C 1.1437 -1.8118 4.4217  0.02
36 C 2.4303 2.5104 -0.4463  -0.31
37 C 4.9170 2.0034 2.3611  0.03
38 C -1.1409 -0.0556 -3.5597  -0.14
39 C 2.0970 -3.1181 0.4486  -0.12
40 C 2.1995 -0.5490 2.9229  -0.31
41 C -2.6254 3.8376 -2.9990  -0.05
42 C -1.7834 -0.1921 -1.1373  -0.33
43 C 1.4404 -0.5644 -2.8249  -0.04
44 C -0.0739 -3.1489 -0.3594  -0.19
45 C -0.1008 -4.5295 -0.3534  -0.72
46 C 2.1380 -4.4950 0.4759  -0.01
47 C -2.5570 0.2160 -3.8323  -0.50
48 C 1.1473 -0.4127 -4.1690  0.03
49 C -1.3544 2.8813 -0.7219  -0.03
50 H -0.8620 2.5321 0.1777  0.11
51 H -4.8538 -1.4384 3.5416  0.12
52 H 2.4485 -0.7704 -2.4880  0.14
53 H -3.1096 4.2309 -3.8864  0.12
54 H 1.9365 -0.4998 -4.9051  0.14
55 H 4.6201 0.5273 3.9219  0.14
56 H -0.7211 3.6016 -3.9694  0.13
57 H 1.2039 4.8697 -1.6335  0.14
58 H -0.9422 -2.5958 -0.6712  0.08
59 H -1.0308 0.3106 2.7318  0.11
60 H -4.5858 0.4128 -3.1000  0.14
61 H -4.3838 4.0104 -1.7726  0.12
62 H -3.7837 -3.6473 3.8167  0.12
63 H 1.4666 -2.7468 4.8628  0.15
64 H 4.7885 3.4368 0.7409  0.14
65 H 2.9480 -2.5244 0.7512  0.12
66 H 2.2476 4.1956 -2.9002  0.14
67 H -3.2596 3.1535 0.2514  0.12
68 H -1.3414 -3.8832 3.5459  0.13
69 H 1.0341 -6.3003 0.0919  0.12
70 H 1.0283 2.1729 -2.9325  0.13
71 H 0.6932 -2.9538 2.6327  0.13
72 H -3.4747 0.5397 3.0063  0.11
73 H 5.8188 2.4203 2.7894  0.14
74 H -0.4143 -0.0076 -5.5891  0.13
75 H 3.0353 -4.9984 0.8102  0.13
76 H 0.5317 -1.2600 5.1273  0.15


Model b:
A structure of composition C37H27Cl2IN5O3Pt. Source: the OMol25 dataset; level of theory: ωB97M-V with the def2-TZVPD basis set.

The calculation puts the HOMO energy at -16.028 eV. For the LUMO energy, the calculation gives -11.4 eV. The net charge is +3. The frontier orbital gap is 0.1695 Ha.

Last column: Löwdin charge in e.
Element x y z (Å)
1 Pt -0.6440 0.5750 0.4202  1.19
2 I 0.1593 6.3514 1.3962  1.01
3 Cl 4.2433 2.4806 -1.7552  0.97
4 Cl 1.2023 2.6242 -6.0521  0.98
5 O -0.4592 -3.4827 -2.6162  0.04
6 O -1.0592 -1.3881 4.0118  0.09
7 O 1.8033 1.6135 -0.4567  0.09
8 N -0.6210 -0.0189 2.3334  -0.05
9 N -0.7402 1.2731 -1.5443  -0.04
10 N -0.0262 -1.3478 -2.0655  0.15
11 N -1.3543 2.3597 1.0628  -0.12
12 N -1.0648 -1.8526 0.5022  0.11
13 C 2.1374 0.8218 2.6984  -0.05
14 C -1.0999 1.8622 -4.2398  0.04
15 C 0.1633 1.9417 -3.6514  -0.14
16 C -1.6240 -4.0657 -0.1854  0.06
17 C 4.5048 -0.1436 -4.0539  -0.06
18 C 2.7901 2.2216 -2.5177  -0.52
19 C 0.2791 -2.9877 -3.7639  -0.01
20 C -0.3707 -0.2488 4.6430  0.02
21 C -1.0493 -1.1617 2.7278  -0.30
22 C -1.4043 -2.1987 1.7529  -0.16
23 C 2.3226 -0.6898 -4.9175  -0.03
24 C 1.3535 2.3007 -4.4201  -0.51
25 C -0.2519 0.7974 3.5108  -0.22
26 C 1.6348 1.7852 -1.6335  -0.32
27 C -2.0524 -4.3796 1.0933  0.03
28 C -1.0554 4.6783 1.5253  -0.71
29 C -0.6162 3.4767 0.9941  -0.18
30 C 1.1028 1.4430 3.3901  -0.22
31 C -2.5587 2.3876 1.6620  -0.12
32 C -0.5169 -2.4732 -1.7492  -0.31
33 C -1.9481 1.1829 -2.1249  -0.06
34 C 3.3995 1.3972 2.6751  -0.06
35 C 2.6017 3.2153 4.0308  -0.05
36 C -2.2998 4.7161 2.1425  -0.07
37 C 1.3385 2.6421 4.0545  -0.03
38 C 3.6329 2.5923 3.3414  -0.05
39 C -3.0566 3.5538 2.2029  -0.01
40 C 2.7275 -0.7936 -2.5545  -0.03
41 C 0.2963 1.6559 -2.2884  -0.13
42 C 0.4573 -1.4808 -3.4466  -0.23
43 C 2.6248 2.4411 -3.8553  -0.10
44 C -1.1185 -2.7930 -0.4375  -0.15
45 C -1.9074 -3.4376 2.1016  0.06
46 C 3.6389 -0.2912 -5.1301  -0.04
47 C 4.0448 -0.3886 -2.7675  -0.10
48 C -2.1723 1.4849 -3.4553  0.03
49 C 1.8623 -0.9601 -3.6310  -0.19
50 H 2.3863 -1.0189 -1.5508  0.12
51 H 0.5372 3.1273 4.6017  0.12
52 H -0.9663 0.0717 5.4909  0.15
53 H -4.0315 3.5483 2.6701  0.13
54 H -1.6527 -4.7983 -0.9789  0.14
55 H 3.9946 -0.1218 -6.1386  0.13
56 H 2.7836 4.1407 4.5606  0.12
57 H 1.9698 -0.1253 2.1967  0.11
58 H -1.2395 2.0848 -5.2888  0.12
59 H -0.3187 -3.1827 -4.6495  0.14
60 H 0.3561 3.3918 0.5316  0.09
61 H -3.1708 1.4121 -3.8627  0.14
62 H 1.6613 -0.8276 -5.7676  0.13
63 H 3.4548 2.7470 -4.4777  0.14
64 H -0.2012 -0.8981 -4.0993  0.14
65 H -2.7581 0.8711 -1.4802  0.13
66 H 4.2088 0.8997 2.1566  0.11
67 H -3.1164 1.4627 1.6871  0.12
68 H -2.4547 -5.3596 1.3112  0.14
69 H -1.0115 1.5738 3.6303  0.14
70 H 4.6216 3.0312 3.3386  0.12
71 H -2.1595 -3.6574 3.1299  0.14
72 H 4.7188 -0.2971 -1.9248  0.11
73 H 1.2198 -3.5323 -3.8221  0.15
74 H 5.5358 0.1396 -4.2204  0.13
75 H 0.5991 -0.6144 4.9740  0.15
76 H -2.6746 5.6364 2.5711  0.12


model b is preferred energetically. Next in line: 39.6 kcal/mol higher.


Model a:
A cluster of 3 separate species, C3H3NO2S in total. Source: the OMol25 dataset; level of theory: ωB97M-V with the def2-TZVPD basis set.

The spin multiplicity is 3. The calculation puts the HOMO energy (alpha / beta) at -6.804 / -10.228 eV. For the LUMO energy (alpha / beta), the calculation gives 0.4 / -2.0 eV. The net charge is 0. The frontier orbital gap (alpha / beta) is 0.2646 / 0.3007 Ha. Its expectation value of S² is 2.005.

Last column: natural (NBO) charge in e.
Element x y z (Å)
1 S -0.3064 1.9720 -0.1827  0.38
2 O -2.3206 0.4989 -0.9843  -0.54
3 O -3.1310 -0.2512 0.8528  -0.47
4 N 0.0944 -1.8452 0.0221  -0.32
5 C 1.1950 -2.1615 -0.2129  0.11
6 C 1.1948 1.5270 0.2022  -0.84
7 C -2.4977 -0.1600 -0.0419  1.01
8 H 2.0127 1.3637 -0.5532  0.23
9 H 2.1396 -2.4740 -0.2174  0.21
10 H 1.6192 1.5303 1.1153  0.22


Model b:
A cluster of 2 separate species, C3H3NO2S in total. Source: the OMol25 dataset; level of theory: ωB97M-V with the def2-TZVPD basis set.

The spin multiplicity is 3. The calculation puts the HOMO energy (alpha / beta) at -6.723 / -10.400 eV. For the LUMO energy (alpha / beta), the calculation gives 0.4 / -1.4 eV. The net charge is 0. The frontier orbital gap (alpha / beta) is 0.2612 / 0.3318 Ha. Its expectation value of S² is 2.016.

Last column: natural (NBO) charge in e.
Element x y z (Å)
1 S -0.1775 -0.3962 -0.5940  0.07
2 O -2.7152 0.6391 1.1999  -0.52
3 O -3.9559 -0.7982 -0.0937  -0.49
4 N 2.7758 -0.9282 0.2078  -0.17
5 C -3.3731 -0.0891 0.6005  1.03
6 C 2.5974 -0.1619 -0.7148  -0.11
7 C 1.3240 0.3846 -0.1933  -0.39
8 H -0.8994 -0.0208 0.5530  0.15
9 H 1.2404 0.9848 0.6098  0.19
10 H 3.1834 0.3859 -1.5753  0.24


model b is preferred energetically. Next in line: 7.8 kcal/mol higher.